[1]
# C3H9NO

2 unconnected molecules or ions with the total composition C3H9NO (ωB97M-V with the def2-TZVPD basis set, the OMol25 dataset).

CARTESIAN COORDINATES (ANGSTROEM)
1 C -1.069 -1.200 0.497
2 C 0.202 -0.923 -0.319
3 N 0.410 -1.911 -1.204
4 H -1.223 -0.375 1.181
5 H -0.960 -2.153 1.015
6 H -1.919 -1.341 -0.171
7 H -0.050 0.057 -0.914
8 H 1.095 -0.735 0.277
9 H 1.387 -2.224 -1.117
10 C 0.727 2.219 0.524
11 O -0.422 1.539 0.257
12 H 1.605 1.567 0.686
13 H 0.993 2.984 -0.221
14 H 0.597 2.767 1.478

LUMO in eV: -2.904
HOMO level in eV: -8.466
Largest force on an atom in eV/A: 2.6
E_tot in eV: -6788.335


[2]
# C3H9NO

2 unconnected molecules or ions with the total composition C3H9NO (ωB97M-V with the def2-TZVPD basis set, the OMol25 dataset).

CARTESIAN COORDINATES (ANGSTROEM)
1 C -0.252 -2.704 -1.208
2 C 0.251 -2.471 0.024
3 N 0.017 -1.292 0.732
4 C 0.947 -1.073 1.847
5 H -1.243 -2.361 -1.499
6 H 0.053 -3.522 -1.868
7 H 0.865 -3.227 0.483
8 H -0.025 -0.590 0.007
9 H 0.859 -1.974 2.459
10 H 2.004 -0.878 1.568
11 H 0.521 -0.258 2.416
12 H -0.647 7.105 -1.701
13 H -2.053 6.780 -1.889
14 O -1.298 6.464 -1.371

LUMO in eV: 1.030
HOMO level in eV: -7.948
Largest force on an atom in eV/A: 1.5
SMILES string: C=CNC.O
E_tot in eV: -6792.972


[3]
# C3H9NO2

2 unconnected molecules or ions with the total composition C3H9NO2 (ωB97M-V with the def2-TZVPD basis set, the OMol25 dataset).

CARTESIAN COORDINATES (ANGSTROEM)
1 C 0.275 2.217 0.250
2 C 1.242 1.079 -0.179
3 C 0.880 -0.175 0.602
4 O -0.026 -1.030 0.340
5 N 0.202 3.297 -0.788
6 H 0.467 2.701 1.203
7 H -0.700 1.727 0.333
8 H 2.294 1.230 0.107
9 H 1.349 1.030 -1.290
10 H 1.651 -0.383 1.399
11 H -0.727 3.544 -1.075
12 H 0.769 3.042 -1.562
13 H -1.822 -3.828 -0.241
14 H -2.283 -5.060 -0.813
15 O -2.054 -4.719 0.066

LUMO (alpha / beta) in eV: 3.610 / 3.581
HOMO level (alpha / beta) in eV: 0.361 / -3.110
Total charge: -1
Multiplicity: 2
Largest force on an atom in eV/A: 1.8
⟨S²⟩: 0.75
E_tot in eV: -8840.199


[4]
# C3H9NO2

2 unconnected molecules or ions with the total composition C3H9NO2 (ωB97M-V with the def2-TZVPD basis set, the OMol25 dataset).

CARTESIAN COORDINATES (ANGSTROEM)
1 C -0.309 0.148 -0.912
2 N 0.639 0.151 0.086
3 C 0.843 -1.048 0.822
4 C 1.623 1.214 0.044
5 O -0.873 -0.913 -1.372
6 H -0.596 1.116 -1.357
7 H 1.471 -1.826 0.351
8 H -0.145 -1.494 0.965
9 H 1.189 -0.921 1.857
10 H 1.170 2.197 0.150
11 H 2.289 1.035 -0.815
12 H 2.309 1.118 0.903
13 H -3.730 0.304 -0.214
14 H -2.562 -0.570 -0.562
15 O -3.319 -0.510 0.054

LUMO (alpha / beta) in eV: 4.245 / 4.105
HOMO level (alpha / beta) in eV: 1.040 / -3.933
Total charge: -1
Multiplicity: 2
Largest force on an atom in eV/A: 2.1
⟨S²⟩: 0.75
E_tot in eV: -8840.367


[5]
# C3H9NO2

2 unconnected molecules or ions with the total composition C3H9NO2 (ωB97M-V with the def2-TZVPD basis set, the OMol25 dataset).

CARTESIAN COORDINATES (ANGSTROEM)
1 O 3.972 0.388 0.358
2 C 2.992 0.552 1.019
3 H 2.547 -0.269 1.604
4 H 2.437 1.503 0.989
5 C -0.824 0.232 0.437
6 O -0.253 -0.505 1.518
7 C -1.138 -0.647 -0.747
8 N -1.644 0.167 -1.852
9 H -1.737 0.688 0.804
10 H -0.140 1.029 0.120
11 H 0.299 -1.189 1.126
12 H -0.222 -1.145 -1.081
13 H -1.838 -1.421 -0.420
14 H -2.131 0.977 -1.482
15 H -2.321 -0.358 -2.393

LUMO in eV: 0.800
HOMO level in eV: -9.750
Largest force on an atom in eV/A: 0.6
SMILES string: NCCO.C=O
E_tot in eV: -8840.580


[6]
# C3H9NO2

2 unconnected molecules or ions with the total composition C3H9NO2 (ωB97M-V with the def2-TZVPD basis set, the OMol25 dataset).

CARTESIAN COORDINATES (ANGSTROEM)
1 C 0.414 1.415 -0.350
2 N -1.224 -2.785 0.286
3 C -1.534 -1.556 1.034
4 H 0.610 0.353 -0.515
5 H -0.114 1.574 0.576
6 H -0.039 1.882 -1.221
7 H -1.977 -3.025 -0.341
8 H -1.094 -3.407 1.043
9 H -2.136 -0.728 0.674
10 H -1.862 -1.684 2.075
11 H -0.563 -1.083 1.253
12 O 1.788 1.860 -0.073
13 C 2.398 2.300 -1.232
14 O 2.666 3.446 -1.355
15 H 2.667 1.436 -1.854

LUMO in eV: 0.825
HOMO level in eV: -9.528
Largest force on an atom in eV/A: 2.6
SMILES string: COC=O.CN
E_tot in eV: -8840.258


[7]
# C3H9NO2

2 unconnected molecules or ions with the total composition C3H9NO2 (ωB97M-V with the def2-TZVPD basis set, the OMol25 dataset).

CARTESIAN COORDINATES (ANGSTROEM)
1 C 0.457 1.496 2.300
2 N 0.688 2.090 0.983
3 H -0.078 1.867 0.383
4 H 0.809 -2.493 0.172
5 H 1.522 1.924 0.423
6 H -0.497 2.084 2.579
7 H 1.240 1.700 3.016
8 H 0.248 0.430 2.288
9 C -1.016 -1.261 -2.290
10 C -0.030 -1.285 -1.092
11 O 0.426 -2.497 -0.735
12 O 0.087 -0.280 -0.448
13 H -0.828 -0.421 -2.949
14 H -1.969 -1.159 -1.753
15 H -1.059 -2.193 -2.877

LUMO in eV: 0.537
HOMO level in eV: -8.373
Largest force on an atom in eV/A: 2.4
SMILES string: CC(=O)O.CN
E_tot in eV: -8841.704


[8]
# C3H9NO2

3 unconnected molecules or ions with the total composition C3H9NO2 (ωB97M-V with the def2-TZVPD basis set, the OMol25 dataset).

CARTESIAN COORDINATES (ANGSTROEM)
1 C 0.102 -0.909 -2.132
2 C -1.060 -0.744 -1.308
3 N -1.034 2.257 1.820
4 H 0.992 -1.357 -1.643
5 H -0.163 -1.523 -2.985
6 H 0.525 0.011 -2.555
7 H -1.990 -1.277 -1.482
8 H -1.009 -0.139 -0.414
9 H -0.746 2.249 2.790
10 H -1.532 1.381 1.722
11 H -0.205 2.227 1.239
12 O 0.593 -0.774 2.027
13 C 1.543 -0.532 1.258
14 O 1.775 0.539 0.652
15 H 2.210 -1.409 1.011

LUMO in eV: -4.379
HOMO level in eV: -8.343
Largest force on an atom in eV/A: 1.6
E_tot in eV: -8837.073


[9]
# C3H9NO2

2 unconnected molecules or ions with the total composition C3H9NO2 (ωB97M-V with the def2-TZVPD basis set, the OMol25 dataset).

CARTESIAN COORDINATES (ANGSTROEM)
1 C 0.817 -0.794 1.385
2 C 0.814 0.685 1.733
3 O 1.648 1.123 2.506
4 N -0.132 1.462 1.159
5 H -0.164 2.430 1.441
6 H -0.660 1.170 0.339
7 H -0.091 -1.150 0.904
8 H 0.895 -1.337 2.316
9 H 1.660 -0.921 0.717
10 C -0.727 -0.806 -2.074
11 O -1.065 0.483 -1.579
12 H -1.127 1.106 -2.307
13 H -0.659 -1.463 -1.215
14 H -1.464 -1.176 -2.780
15 H 0.256 -0.813 -2.544

LUMO in eV: 0.569
HOMO level in eV: -9.416
Largest force on an atom in eV/A: 0.8
SMILES string: CC(N)=O.CO
E_tot in eV: -8842.177


[10]
# C3H9NO2

2 unconnected molecules or ions with the total composition C3H9NO2 (ωB97M-V with the def2-TZVPD basis set, the OMol25 dataset).

CARTESIAN COORDINATES (ANGSTROEM)
1 C 0.582 -1.445 0.010
2 C -0.165 -2.139 1.107
3 O -1.476 -1.735 1.009
4 O 0.234 -2.518 2.175
5 H 0.798 -2.206 -0.796
6 H 1.594 -1.162 0.392
7 H 0.158 -0.517 -0.380
8 C 0.687 1.926 -0.693
9 N -0.799 1.811 -0.469
10 H -1.173 1.158 -1.165
11 H -2.210 -1.972 1.623
12 H -1.306 2.604 -0.868
13 H 0.876 3.020 -0.413
14 H 1.122 1.770 -1.699
15 H 1.078 1.407 0.166

LUMO in eV: 0.756
HOMO level in eV: -9.997
Largest force on an atom in eV/A: 4.6
SMILES string: CC(=O)O.CN
E_tot in eV: -8841.009


[11]
# C3H9NO2

2 unconnected molecules or ions with the total composition C3H9NO2 (ωB97M-V with the def2-TZVPD basis set, the OMol25 dataset).

CARTESIAN COORDINATES (ANGSTROEM)
1 C -1.021 -0.590 0.724
2 C 0.212 -1.287 1.203
3 C 1.110 1.436 -0.267
4 N -1.548 -0.685 -0.458
5 O -0.474 1.776 -0.597
6 O -0.600 -0.901 -1.457
7 H -1.130 -0.920 -2.265
8 H -0.752 1.561 -1.505
9 H -1.796 -0.417 1.462
10 H -0.052 -2.147 1.817
11 H 0.859 -1.616 0.392
12 H 0.740 -0.581 1.847
13 H 1.512 2.120 -1.014
14 H 1.435 1.775 0.713
15 H 1.505 0.477 -0.596

LUMO in eV: 0.779
HOMO level in eV: -9.041
Largest force on an atom in eV/A: 4.4
SMILES string: C/C=N\O.CO
E_tot in eV: -8838.203


[12]
# C3H9NO2

2 unconnected molecules or ions with the total composition C3H9NO2 (ωB97M-V with the def2-TZVPD basis set, the OMol25 dataset).

CARTESIAN COORDINATES (ANGSTROEM)
1 O -4.715 -1.587 -0.767
2 H -5.398 -2.196 -0.407
3 H -3.869 -1.904 -0.378
4 O -1.125 -0.243 0.253
5 C 0.028 -0.343 0.700
6 N 1.097 0.237 0.155
7 C 2.255 0.574 0.968
8 C 0.930 0.964 -1.140
9 H 0.320 -0.976 1.574
10 H 2.636 -0.306 1.514
11 H 2.091 1.392 1.689
12 H 3.019 0.894 0.240
13 H 0.473 1.952 -0.958
14 H 0.319 0.426 -1.884
15 H 1.939 1.116 -1.557

LUMO in eV: 0.797
HOMO level in eV: -9.527
Largest force on an atom in eV/A: 2.0
SMILES string: CN(C)C=O.O
E_tot in eV: -8841.692


[13]
# C3H9NO2

2 unconnected molecules or ions with the total composition C3H9NO2 (ωB97M-V with the def2-TZVPD basis set, the OMol25 dataset).

CARTESIAN COORDINATES (ANGSTROEM)
1 C 0.180 -0.991 0.941
2 N -0.704 0.078 0.997
3 C -1.970 -0.233 0.267
4 C -0.039 1.388 1.083
5 O -0.193 -2.117 0.704
6 H 1.220 -0.665 1.119
7 H -1.566 -0.494 -0.720
8 H -2.592 0.643 0.123
9 H -2.432 -1.091 0.748
10 H -0.762 2.064 1.567
11 H 0.340 1.756 0.149
12 H 0.653 1.319 1.919
13 H 2.549 -0.264 -3.674
14 H 2.504 -0.481 -2.205
15 O 2.811 -0.911 -3.019

LUMO in eV: 0.438
HOMO level in eV: -9.472
Largest force on an atom in eV/A: 2.8
SMILES string: CN(C)C=O.O
E_tot in eV: -8841.344


[14]
# C3H9NO2

2 unconnected molecules or ions with the total composition C3H9NO2 (ωB97M-V with the def2-TZVPD basis set, the OMol25 dataset).

CARTESIAN COORDINATES (ANGSTROEM)
1 C -1.718 -0.406 0.291
2 C -0.746 0.084 -0.804
3 C 0.460 0.811 -0.217
4 O 1.503 0.745 -0.824
5 N -3.049 -0.462 -0.319
6 H -1.765 0.033 1.292
7 H -1.450 -1.408 0.649
8 H -1.171 0.994 -1.310
9 H -0.600 -0.787 -1.475
10 H 0.259 1.384 0.706
11 H -3.437 -1.483 -0.260
12 H -3.765 -0.013 0.238
13 H 3.545 -1.318 1.338
14 H 3.169 -0.073 0.539
15 O 3.292 -0.398 1.436

LUMO in eV: 0.874
HOMO level in eV: -9.564
Largest force on an atom in eV/A: 3.7
SMILES string: NCCC=O.O
E_tot in eV: -8840.795


[15]
# C3H9NO2

2 unconnected molecules or ions with the total composition C3H9NO2 (ωB97M-V with the def2-TZVPD basis set, the OMol25 dataset).

CARTESIAN COORDINATES (ANGSTROEM)
1 C -1.016 1.098 -0.695
2 C 0.483 1.061 -0.574
3 O 1.097 0.287 0.126
4 N 1.270 2.141 -1.188
5 H 2.297 2.264 -1.032
6 H 0.804 3.009 -1.351
7 H -1.419 0.139 -0.500
8 H -1.119 1.452 -1.725
9 H -1.633 1.821 -0.064
10 C -0.497 -2.268 1.405
11 O 0.706 -2.643 0.665
12 H 1.099 -1.773 0.302
13 H -0.366 -1.178 1.701
14 H -1.144 -2.616 0.646
15 H -0.561 -2.794 2.283

LUMO in eV: 0.692
HOMO level in eV: -9.496
Largest force on an atom in eV/A: 4.3
SMILES string: CC(N)=O.CO
E_tot in eV: -8841.006


[16]
# C3H9NO2

2 unconnected molecules or ions with the total composition C3H9NO2 (ωB97M-V with the def2-TZVPD basis set, the OMol25 dataset).

CARTESIAN COORDINATES (ANGSTROEM)
1 C 1.451 -0.411 -1.511
2 C 1.501 0.788 -0.857
3 O 1.604 0.898 0.505
4 H 1.239 -0.449 -2.567
5 H 1.544 -1.346 -0.999
6 H 1.488 1.712 -1.445
7 H 1.946 1.786 0.739
8 N -1.887 -0.865 -0.075
9 C -1.521 0.099 0.934
10 O -0.631 -0.331 1.971
11 H -2.350 -1.696 0.372
12 H -1.030 -1.171 -0.556
13 H -2.466 0.541 1.445
14 H -1.102 0.952 0.476
15 H 0.218 -0.507 1.569

LUMO in eV: 0.587
HOMO level in eV: -9.475
Largest force on an atom in eV/A: 2.4
SMILES string: C=CO.NCO
E_tot in eV: -8840.684